C12H32ClN4O4 | ωB97M-V with the def2-TZVPD basis set

energy above the lowest of the compared OMol25 structures with the same formula, charge and spin	62.00	kcal per mole
orbital gap	8.42	eV

Structure (ORCA input):
```
! RIJCOSX wB97M-V def2-TZVPD def2/J DEFGRID3
* xyz 3 1
Cl 0.02001 -0.55097 -0.46755
O -5.50775 1.71818 -3.60452
O -0.80045 4.56642 2.70238
O 0.18708 -4.23741 -4.10086
O 4.57223 -2.17579 3.34074
N 2.93248 -0.40177 3.55484
N -1.33919 2.29921 3.13701
N -3.10632 1.52263 -3.83698
N 1.29052 -2.69103 -2.62790
C 5.51840 0.07618 3.56629
C -0.17410 3.72803 4.95998
C 2.38135 -3.37883 -1.73216
C 4.38714 -0.94803 3.53294
C 0.18932 -3.73150 -2.99368
C -0.83844 3.68521 3.55010
C -0.81386 -3.97449 -1.94937
C 2.24295 -0.78632 2.23771
C -3.00532 0.22832 -3.00660
C -4.65304 1.66586 -5.87365
C -4.52628 1.76461 -4.37720
C -0.84661 1.91272 1.76042
H -1.64864 -4.63615 -2.18056
H -0.91902 4.17542 5.61803
H -1.34067 -3.10873 -1.54808
H 2.13880 -1.87129 2.24779
H -2.09441 0.28736 -2.41091
H 1.66161 -2.23588 -3.44963
H -1.57116 2.22053 1.00652
H 1.24142 -0.35693 2.21222
H -2.89786 2.30952 -3.23910
H 2.78651 -4.24486 -2.25555
H 0.65407 4.43625 4.93464
H 3.14385 -2.63408 -1.50403
H 6.45241 -0.48299 3.51115
H -5.70354 1.77989 -6.14112
H 2.80036 -0.50092 1.34555
H 2.92183 0.60551 3.62814
H -3.85589 2.29062 -6.27656
H -4.39172 0.65181 -6.17617
H -2.34683 2.33456 3.19627
H -3.75661 0.06469 -2.23401
H -2.96344 -0.65332 -3.64618
H -1.05193 1.53852 3.73612
H 1.89575 -3.77985 -0.84250
H 0.02023 2.78110 5.46363
H -0.84837 0.82395 1.81214
H 5.55405 0.82094 2.77121
H -0.39320 -4.46749 -1.07295
H -2.38126 1.62447 -4.53270
H 2.42303 -0.79893 4.33126
H 0.19852 2.14577 1.55674
H 0.71010 -2.01673 -2.14986
H 5.45188 0.60603 4.51653
*
```

Atom charges from the natural (NBO) analysis, given in e for atoms 1 to 8:
1. Cl -0.940
2. O -0.424
3. O -0.412
4. O -0.418
5. O -0.417
6. N -0.584
7. N -0.584
8. N -0.583

C6H10N2O2S | ωB97M-V with the def2-TZVPD basis set

energy above the lowest of the compared OMol25 structures with the same formula, charge and spin	67.98	kcal per mole
orbital gap	9.19	eV

Structure (ORCA input):
```
! RIJCOSX wB97M-V def2-TZVPD def2/J DEFGRID3
* xyz 0 1
S -0.16125 2.28084 1.24479
O 1.98948 -0.95954 -1.52218
O -0.00100 -0.79840 2.68993
N 0.29524 0.51994 -0.78171
N 1.37009 -0.90174 0.78436
C -0.57990 0.63124 0.30146
C -2.09515 0.55683 0.22653
C 1.29257 -0.46207 -0.68187
C 0.10335 1.23703 -2.02910
C 0.38847 -0.69171 1.56317
C 2.32389 -2.03678 1.00553
H -2.46077 1.38839 -0.26342
H 0.33577 2.29154 -1.72619
H -0.79299 1.05781 -2.63702
H 3.14874 -1.77065 0.35655
H 1.00658 0.97028 -2.54835
H 2.58907 -2.12723 2.07088
H -2.44355 0.42693 1.28160
H 1.97140 -2.98339 0.76073
H -0.05810 1.55578 2.31334
H -2.37401 -0.35486 -0.47145
*
```

Atom charges from the natural (NBO) analysis, given in e for atoms 1 to 8:
1. S -0.148
2. O -0.576
3. O -0.563
4. N -0.508
5. N -0.500
6. C 0.022
7. C -0.663
8. C 0.839

C33H51N7O4S2SbZn | ωB97M-V with the def2-TZVPD basis set

orbital gap	5.59	eV

Structure (ORCA input):
```
! RIJCOSX wB97M-V def2-TZVPD def2/J DEFGRID3
* xyz 1 1
Sb -0.46515 1.20579 2.85023
Zn 0.14710 0.21002 -0.71591
S 2.01262 1.38164 -0.05905
S 4.32668 -4.79240 -2.39950
O 5.26331 -4.00614 -1.55737
O 3.66645 -4.14638 -3.51705
O 0.24214 -5.19340 -4.39990
O -0.03606 -3.15965 -5.33198
N 2.63513 3.57716 -1.55477
N 1.22147 -3.65325 -2.10380
N -2.03964 0.02674 -0.95141
N 0.75539 -1.45431 -1.85031
N 0.26356 -3.91373 -4.36107
N -0.39446 2.02351 -1.57048
N 0.56295 2.84828 -1.87179
C 1.67609 2.70271 -1.23668
C -2.37575 3.38664 3.95839
C 2.41044 0.63280 3.98308
C -2.56309 1.03636 -1.68867
C 2.95320 -5.34934 -1.26041
C -1.98558 3.10350 -3.07914
C -2.46769 5.12840 -5.02057
C -1.11154 4.16451 1.89796
C 0.55820 -3.18690 -3.22389
C -2.86305 -0.93199 -0.49556
C -1.09683 -0.69430 5.21771
C -1.50050 4.43525 -2.85879
C -2.96848 3.80901 -5.18014
C 1.34492 -2.52576 -1.30407
C -1.94009 3.09630 2.55435
C -1.67929 5.36091 -3.83198
C -2.95085 -0.48849 3.41358
C 0.99608 2.07142 5.48476
C 5.75658 -5.99190 -4.44447
C 1.50014 -5.08226 -1.68786
C -3.95906 1.16730 -1.75101
C 2.03155 -2.58639 -0.06125
C 2.16488 3.06146 3.42944
C -2.78490 2.85397 -4.22735
C 0.32868 -1.82493 -3.12740
C 1.45759 1.83575 4.00490
C -0.85203 -1.82789 2.95729
C -4.19754 -0.92682 -0.64143
C 5.10315 -6.27184 -3.11553
C -3.13324 2.60596 1.68110
C -1.46833 -0.67471 3.71081
C -4.78908 0.09976 -1.42418
C -1.62351 2.06512 -2.16130
H 1.55988 -1.88380 0.65679
H -0.00923 2.56666 5.56119
H -3.50877 3.53767 -6.09161
H -0.32727 4.56111 2.60141
H -2.82220 5.93631 -5.68298
H 2.38625 3.01795 2.37997
H 0.71638 -5.49498 -1.01782
H -3.99843 2.21580 2.24485
H -0.13009 -2.43197 3.52949
H -1.78895 4.97068 1.56414
H -0.26819 -1.43016 2.05113
H -3.49767 -1.46320 3.48518
H -5.84160 -0.05803 -1.69326
H 1.24654 -5.54769 -2.66529
H 1.66774 4.03717 3.62535
H -0.98899 6.26014 -3.92909
H 3.14438 3.13235 3.90604
H -3.19370 4.14279 3.82448
H 4.16650 -6.97026 -3.21486
H -1.69597 -1.51979 5.72536
H 3.56150 3.54435 -1.10647
H 3.19933 -4.89895 -0.33061
H 6.80038 -5.95123 -4.32161
H -0.08522 -0.97890 5.35527
H 3.09734 -2.33067 -0.17749
H 5.48462 -6.76838 -5.20321
H -4.45349 2.08142 -2.10099
H -3.09972 -0.14414 2.42324
H 1.94041 -3.58591 0.27994
H 0.93130 1.12281 5.99141
H 3.02729 0.56506 3.06386
H -2.78947 2.47612 4.45382
H 3.08426 -6.45791 -1.25086
H -1.64895 -2.46168 2.58925
H -0.87477 4.65025 -1.97894
H 0.13479 -1.13564 -3.98509
H 5.79395 -6.67949 -2.35860
H 2.34983 4.32544 -2.20777
H 3.11491 0.82714 4.78453
H -2.80383 1.80097 0.99336
H 1.78988 2.65720 5.89315
H 5.45149 -5.05013 -4.89100
H -4.76636 -1.79711 -0.24517
H -3.44379 0.17611 4.16476
H 1.98002 -0.37163 4.16985
H -2.45762 -1.70205 0.14924
H -3.31288 1.88351 -4.35461
H -0.63166 3.82431 0.98822
H -3.48658 3.49267 1.06577
H -1.33735 0.27519 5.72880
H -1.49882 3.82504 4.47994
*
```

Atom charges from the Mulliken analysis, given in e for atoms 1 to 8:
1. Sb 0.042
2. Zn 1.478
3. S -0.697
4. S 1.239
5. O -0.717
6. O -0.621
7. O -0.627
8. O -0.580

C2H4NO2 | ωB97M-V with the def2-TZVPD basis set

energy above the lowest of the compared OMol25 structures with the same formula, charge and spin	133.07	kcal per mole
orbital gap (alpha / beta)	9.65 / 5.81	eV

Structure (ORCA input):
```
! RIJCOSX wB97M-V def2-TZVPD def2/J DEFGRID3
* xyz 1 1
O 1.30746 -2.51383 0.79219
O 0.51513 0.28214 0.38972
N -1.21931 2.12816 0.24126
C 0.13382 -0.68093 -0.06604
C 1.06422 -1.88579 -0.18642
H -1.20430 2.56084 1.18579
H -0.87169 -0.66447 -0.58650
H -1.16878 2.88246 -0.55940
H 1.44345 -2.10857 -1.21062
*
```

Atom charges from the natural (NBO) analysis, given in e for atoms 1 to 8:
1. O -0.254
2. O -0.133
3. N -0.555
4. C 0.374
5. C 0.355
6. H 0.338
7. H 0.283
8. H 0.347